Entry 1:
The following is a DFT calculation (ωB97M-V/def2-TZVPD) of C37H26N9O3PTeV as an isolated structure.

- lowest unoccupied orbital energy (alpha / beta) (eV) = 0.9 / 0.8
- HOMO energy (alpha / beta) (eV) = -4.094 / -4.043
- net charge = -1
- frontier orbital gap (alpha / beta) (eV) = 5.0 / 4.9
- max |F| (eV Å⁻¹) = 0.82
- spin multiplicity = 3

Element x y z (Å)
V1 -0.07 -0.46 0.17
C1 -1.66 5.09 3.44
C2 -0.78 5.70 2.54
C3 -0.04 4.95 1.64
C4 -0.21 3.57 1.66
C5 0.37 2.49 0.88
N1 1.39 2.66 0.04
C6 2.04 1.68 -0.51
C7 3.27 1.90 -1.26
C8 3.97 3.04 -1.60
C9 5.13 2.89 -2.34
C10 5.57 1.63 -2.74
C11 4.87 0.48 -2.40
C12 3.71 0.64 -1.66
C13 2.73 -0.31 -1.15
N2 2.88 -1.62 -1.38
C14 2.05 -2.49 -0.87
N3 0.97 -2.26 -0.08
C15 0.58 -3.46 0.46
N4 -0.23 -3.65 1.46
C16 -0.76 -2.65 2.17
N5 -0.64 -1.33 1.96
C17 -1.36 -0.67 2.94
N6 -1.56 0.61 3.08
C18 -1.00 1.53 2.31
N7 -0.16 1.31 1.27
C19 -1.09 2.96 2.56
C20 -1.83 3.71 3.47
C21 -1.95 -1.65 3.83
C22 -2.74 -1.53 4.96
C23 -3.14 -2.70 5.59
C24 -2.75 -3.95 5.11
C25 -1.96 -4.07 3.98
C26 -1.56 -2.90 3.35
C27 1.35 -4.55 -0.16
C28 1.31 -5.92 0.00
C29 2.23 -6.67 -0.73
C30 3.16 -6.06 -1.57
C31 3.21 -4.68 -1.70
C32 2.28 -3.94 -0.99
N8 1.76 0.32 -0.47
H1 -2.23 5.71 4.13
H2 -0.68 6.77 2.55
H3 0.65 5.41 0.95
H4 3.61 4.02 -1.29
H5 5.70 3.77 -2.64
H6 6.48 1.55 -3.33
H7 5.19 -0.50 -2.71
H8 -2.50 3.24 4.17
H9 -3.04 -0.56 5.33
H10 -3.76 -2.64 6.48
H11 -3.09 -4.85 5.62
H12 -1.66 -5.04 3.59
H13 0.59 -6.39 0.66
H14 2.22 -7.75 -0.64
H15 3.86 -6.67 -2.12
H16 3.93 -4.19 -2.35
C33 -1.60 3.78 -1.62
C34 -0.74 3.21 -2.74
O1 -1.38 2.05 -3.28
P1 -0.77 0.59 -2.97
O2 -0.56 0.53 -1.46
Te1 1.11 0.13 -4.29
O3 -1.98 -0.30 -3.47
C35 -3.34 -0.02 -3.03
C36 -4.13 0.51 -4.20
H17 -1.14 4.68 -1.21
H18 -1.70 3.05 -0.82
H19 -2.59 4.02 -2.00
H20 0.26 2.96 -2.38
H21 -0.64 3.92 -3.55
H22 -3.32 0.69 -2.20
H23 -3.74 -0.95 -2.65
H24 -3.67 1.42 -4.59
H25 -5.15 0.74 -3.88
H26 -4.17 -0.22 -5.00
N9 -3.24 -1.28 -0.18
C37 -2.11 -1.00 -0.12

Entry 2:
The following is a DFT calculation (ωB97M-V/def2-TZVPD) of C37H27Cl2N9O2W as an isolated structure in a non-equilibrium geometry.

- lowest unoccupied orbital energy (alpha / beta) (eV) = -6.3 / -6.8
- HOMO energy (alpha / beta) (eV) = -12.346 / -12.378
- net charge = +2
- frontier orbital gap (alpha / beta) (eV) = 6.1 / 5.6
- max |F| (eV Å⁻¹) = 1.31

Element x y z (Å)
W1 -0.46 0.05 -0.04
Cl1 -3.05 -0.97 -6.40
C1 -2.43 -1.25 -4.82
C2 -2.23 -0.16 -3.98
C3 -1.74 -0.38 -2.70
N1 -1.45 0.59 -1.72
C4 -1.60 1.93 -1.98
O1 -1.71 2.47 -3.05
C5 -1.62 2.74 -0.71
C6 -2.04 4.05 -0.72
C7 -2.05 4.74 0.49
C8 -1.62 4.09 1.63
C9 -1.20 2.78 1.54
N2 -1.20 2.10 0.39
C10 -1.47 -1.68 -2.25
C11 -1.65 -2.75 -3.11
C12 -2.12 -2.54 -4.39
Cl2 -2.32 -3.89 -5.44
N3 -0.96 -1.76 -0.93
C13 -1.22 -2.99 -0.28
O2 -2.14 -3.70 -0.60
C14 -0.29 -3.47 0.80
C15 -0.17 -4.84 0.98
C16 0.69 -5.31 1.96
C17 1.37 -4.39 2.75
C18 1.16 -3.04 2.51
N4 0.35 -2.58 1.56
H1 -2.45 0.83 -4.35
H2 -2.35 4.49 -1.65
H3 -2.38 5.77 0.53
H4 -1.60 4.59 2.59
H5 -0.85 2.27 2.43
H6 -1.44 -3.77 -2.80
H7 -0.74 -5.51 0.35
H8 0.82 -6.37 2.12
H9 2.04 -4.71 3.53
H10 1.66 -2.29 3.12
C19 3.48 -1.15 -1.61
C20 4.36 -0.64 -0.66
C21 3.87 -0.11 0.52
C22 2.50 -0.08 0.72
N5 1.65 -0.54 -0.23
C23 2.12 -1.07 -1.36
C24 1.84 0.28 1.97
C25 2.45 0.53 3.19
C26 1.66 0.56 4.33
C27 0.30 0.27 4.26
C28 -0.26 0.05 3.00
N6 0.50 0.15 1.90
C29 -1.64 -0.34 2.73
C30 -2.60 -0.56 3.71
C31 -3.86 -0.99 3.33
C32 -4.14 -1.19 1.99
C33 -3.15 -0.95 1.05
N7 -1.93 -0.52 1.41
H11 3.83 -1.60 -2.53
H12 5.43 -0.67 -0.84
H13 4.55 0.26 1.27
H14 1.39 -1.43 -2.07
H15 3.52 0.66 3.27
H16 2.11 0.75 5.29
H17 -0.29 0.19 5.15
H18 -2.36 -0.42 4.75
H19 -4.62 -1.18 4.08
H20 -5.11 -1.54 1.65
H21 -3.32 -1.10 -0.01
C34 3.04 3.47 -3.79
N8 2.42 3.08 -2.53
C35 2.58 3.69 -1.32
C36 1.78 3.02 -0.44
N9 1.14 2.00 -1.11
C37 1.56 2.07 -2.36
H22 2.79 4.51 -4.02
H23 2.66 2.83 -4.58
H24 4.12 3.37 -3.72
H25 3.23 4.54 -1.19
H26 1.63 3.21 0.60
H27 1.23 1.44 -3.17

Entry 3:
The following is a DFT calculation (ωB97M-V/def2-TZVPD) of C37H27N2O4P2PdTe as an isolated structure in a non-equilibrium geometry.

- lowest unoccupied orbital energy (eV) = 1.7
- HOMO energy (eV) = -5.356
- net charge = -1
- frontier orbital gap (eV) = 7.1
- max |F| (eV Å⁻¹) = 1.64

Element x y z (Å)
Pd1 0.75 1.16 -1.23
O1 7.14 3.57 -2.59
C1 6.95 2.42 -2.14
O2 7.72 1.45 -2.02
C2 5.45 2.05 -1.97
C3 5.08 0.74 -1.72
C4 3.75 0.42 -1.56
N1 2.79 1.35 -1.63
C5 3.13 2.63 -1.88
C6 4.44 3.01 -2.05
C7 1.97 3.62 -1.98
O3 2.21 4.80 -2.11
O4 0.79 3.09 -1.92
H1 5.86 -0.01 -1.65
H2 3.42 -0.60 -1.38
H3 4.69 4.04 -2.26
Te1 -2.59 -2.36 -0.47
C8 -3.29 -2.51 1.54
C9 -2.94 -3.58 2.36
C10 -3.40 -3.60 3.67
N2 -4.16 -2.65 4.21
C11 -4.51 -1.64 3.41
C12 -4.12 -1.53 2.09
C13 -1.27 -0.80 -0.33
P1 -1.38 0.94 -0.57
C14 -1.53 1.83 1.01
C15 -1.90 1.16 2.17
C16 -1.89 1.83 3.39
C17 -1.50 3.16 3.45
C18 -1.11 3.82 2.29
C19 -1.11 3.16 1.07
C20 -2.81 1.35 -1.59
C21 -2.97 0.67 -2.80
C22 -4.07 0.94 -3.60
C23 -5.01 1.88 -3.20
C24 -4.85 2.56 -2.00
C25 -3.75 2.29 -1.19
P2 0.46 -0.86 -0.35
C26 1.17 -1.19 1.29
C27 2.29 -0.48 1.73
C28 2.77 -0.67 3.02
C29 2.13 -1.55 3.87
C30 1.01 -2.25 3.44
C31 0.53 -2.07 2.16
C32 1.10 -2.19 -1.42
C33 2.04 -3.12 -0.99
C34 2.53 -4.07 -1.87
C35 2.09 -4.10 -3.18
C36 1.15 -3.18 -3.61
C37 0.66 -2.23 -2.74
H4 -2.30 -4.38 2.00
H5 -3.12 -4.42 4.33
H6 -5.14 -0.88 3.85
H7 -4.44 -0.69 1.49
H8 -2.15 0.11 2.13
H9 -2.17 1.30 4.29
H10 -1.48 3.68 4.40
H11 -0.78 4.85 2.34
H12 -0.76 3.66 0.18
H13 -2.24 -0.06 -3.11
H14 -4.20 0.41 -4.53
H15 -5.87 2.09 -3.82
H16 -5.57 3.30 -1.69
H17 -3.62 2.82 -0.26
H18 2.76 0.24 1.07
H19 3.64 -0.11 3.35
H20 2.50 -1.69 4.88
H21 0.50 -2.93 4.12
H22 -0.36 -2.59 1.83
H23 2.39 -3.09 0.04
H24 3.27 -4.79 -1.53
H25 2.48 -4.84 -3.87
H26 0.80 -3.20 -4.64
H27 -0.07 -1.49 -3.07

> Look up the max |F| of the first one.

0.82 eV Å⁻¹